# 1
Below is the molecule C3H6N2O, with properties calculated with the ωB97M-V functional and the def2-TZVPD basis.

Net charge: 0
HOMO energy (alpha / beta) (eV): -8.76 / -8.76
SMILES: [H]/N=C(C)\N=C\O

Positions of all 12 atoms, in Å:
H -0.4633 1.0015 -1.5985
N 0.2124 0.2611 -1.4342
C 0.5314 0.0764 -0.1711
C 1.9285 -0.2006 0.2748
N -0.4685 0.0193 0.7284
C -1.5678 -0.2855 0.0575
O -2.7416 0.2286 0.4152
H 1.9671 -1.0328 0.9794
H 2.3410 0.6900 0.7527
H 2.5543 -0.4683 -0.5754
H -1.6980 -1.1989 -0.5194
H -2.5955 0.9092 1.0906

Forces on atoms 1 to 3 (eV/Å):
-0.666 -0.661 0.321
2.067 0.814 -0.102
-0.351 -0.813 -1.405

***

# 2
Below is a cluster of 2 separate species, C9H15ClN2 in total, with properties calculated with the ωB97M-V functional and the def2-TZVPD basis.

Net charge: +2
HOMO energy (alpha / beta) (eV): -15.66 / -16.15

Positions of all 27 atoms, in Å:
C -3.4213 0.6874 -0.2155
C -2.6596 1.3519 -1.2182
C -2.8054 -0.1488 0.7143
C -1.3581 0.9862 -1.3517
C -1.4195 -0.4309 0.5381
C -0.6044 0.2254 -0.4840
C 1.0831 -1.5521 -0.3240
C 1.9581 0.8896 1.2887
C 0.7457 -0.1056 -0.5586
N 0.0647 -2.3677 -1.2106
N 1.6864 2.2465 1.0594
Cl 1.6634 0.6183 -1.9302
H -4.4409 0.8733 -0.1757
H -3.2634 2.0211 -1.7560
H -3.3142 -0.6696 1.4727
H -0.7727 1.3362 -2.2393
H -1.0343 -1.0174 1.3372
H 1.1833 -1.9539 0.7546
H 2.0239 -1.7334 -0.8523
H 1.2170 0.4096 1.8892
H 2.9554 0.5229 1.4090
H -0.7986 -2.5092 -0.6382
H 0.4931 -3.2200 -1.3999
H -0.1514 -1.7697 -2.0367
H 0.7210 2.4413 0.7487
H 2.1700 2.6083 0.2330
H 1.6451 2.8736 1.9173

Forces on atoms 1 to 3 (eV/Å):
2.250 0.400 -0.149
-1.745 -2.224 2.576
2.477 -0.062 -2.205

***

# 3
Below is the molecule C17H32O4, with properties calculated with the ωB97M-V functional and the def2-TZVPD basis.

Net charge: 0
HOMO energy (eV): -10.31
SMILES: CCCCCCCCCCCC[C@H](C(=O)O)[C@H](C)C(=O)O

Positions of all 53 atoms, in Å:
C -7.5027 -2.9601 -0.5978
C -6.1453 -2.5638 -0.0303
C -5.6982 -1.1920 -0.5297
C -4.3408 -0.7865 0.0389
C -3.8968 0.5879 -0.4560
C -2.5468 0.9988 0.1270
C -2.1092 2.3760 -0.3675
C -0.8302 2.8828 0.2998
C 0.4169 2.0994 -0.1052
C 1.6711 2.6645 0.5582
C 2.9643 2.0205 0.0580
C 3.0585 0.5328 0.3971
C 4.4462 -0.0238 0.0770
C 4.7116 0.0703 -1.4142
O 3.9021 -0.1070 -2.2811
O 5.9968 0.3461 -1.6716
C 4.5966 -1.5195 0.4472
C 4.4183 -1.7820 1.9415
C 5.9815 -1.9640 0.0135
O 6.2142 -2.7215 -0.8891
O 6.9466 -1.4061 0.7504
H -8.2628 -2.2377 -0.3077
H -7.4653 -2.9981 -1.6844
H -7.8017 -3.9390 -0.2302
H -6.1984 -2.5500 1.0609
H -5.4008 -3.3109 -0.3150
H -6.4449 -0.4456 -0.2478
H -5.6427 -1.2064 -1.6209
H -4.3963 -0.7757 1.1304
H -3.5935 -1.5313 -0.2451
H -3.8300 0.5752 -1.5465
H -4.6504 1.3302 -0.1812
H -1.8008 0.2518 -0.1488
H -2.6163 1.0140 1.2176
H -1.9629 2.3426 -1.4495
H -2.9128 3.0891 -0.1661
H -0.9488 2.8363 1.3852
H -0.6873 3.9324 0.0302
H 0.2961 1.0546 0.1791
H 0.5336 2.1414 -1.1902
H 1.7213 3.7380 0.3598
H 1.5970 2.5346 1.6408
H 3.8112 2.5422 0.5119
H 3.0341 2.1496 -1.0235
H 2.3219 -0.0242 -0.1818
H 2.8485 0.3993 1.4583
H 5.2208 0.5426 0.6017
H 6.1602 0.3402 -2.6286
H 3.8693 -2.1002 -0.1280
H 5.0795 -1.1420 2.5194
H 3.3908 -1.6016 2.2424
H 4.6582 -2.8198 2.1624
H 7.8182 -1.6846 0.4294

Forces on atoms 1 to 3 (eV/Å):
0.206 -0.062 0.153
-0.199 0.201 -0.226
0.272 -0.307 0.330

***

# 4
Below is a structure of composition C16H25F16NNbO8P2, with properties calculated with the ωB97M-V functional and the def2-TZVPD basis.

Net charge: -1
HOMO energy (eV): -5.59

Positions of all 69 atoms, in Å:
C -3.2929 1.6254 2.1889
N -2.9970 0.5663 3.2185
C -3.2412 -0.7441 2.5866
C -1.5957 0.7194 3.6425
O -1.3391 0.9243 4.8017
C -0.5122 0.6569 2.5253
Nb 1.5501 -0.0714 3.1880
C 2.0878 -0.2465 0.9486
C 3.6174 -0.1113 0.6263
C 3.9707 0.1647 -0.8710
F 5.2990 -0.2114 -1.0665
F 3.9614 1.5383 -1.0570
C 3.0128 -0.5035 -1.9232
F 1.9170 0.3253 -2.0297
F 2.6567 -1.7753 -1.5851
C 3.6282 -0.5791 -3.3630
F 4.1485 0.6448 -3.7039
F 4.6712 -1.4611 -3.4459
C 2.5956 -0.9745 -4.5126
F 2.4387 0.0699 -5.3611
F 1.4231 -1.4590 -4.0697
F 3.1503 -1.9691 -5.2748
C 0.7876 -2.2445 3.2892
F 0.4544 -2.4776 4.6316
F -0.4211 -2.3920 2.5883
C 1.8149 -3.3812 2.8993
F 3.0141 -2.9077 2.4412
F 2.1170 -4.1302 4.0216
C 1.2906 -4.4144 1.8377
F 0.3186 -5.2163 2.3157
F 2.3342 -5.2508 1.5117
F 0.9273 -3.8291 0.6697
P 2.3305 2.4041 2.9623
O 1.5206 3.1772 3.9727
O 1.8481 2.9959 1.4533
O 3.9820 2.5971 3.1388
H -2.5309 2.4308 2.1753
H -3.3362 1.1149 1.1889
H -4.3244 1.9976 2.4130
H -2.9504 -1.5681 3.2813
H -4.3297 -0.7886 2.3308
H -2.6795 -0.9069 1.6292
H -0.8046 0.0446 1.6381
H -0.3950 1.7113 2.1522
H 1.2347 0.2133 4.9510
H 3.2618 -0.5406 3.6364
H 1.7598 -1.2813 0.6750
H 1.4837 0.5508 0.4549
H 4.2341 -0.9704 0.9785
H 3.9882 0.7809 1.1915
H 1.4478 3.8709 1.6342
H 4.3292 1.7688 3.5198
C -1.0587 1.9270 -3.2928
O -2.4443 2.1860 -3.5390
P -3.4855 1.3134 -2.7138
O -3.1983 1.1799 -1.2834
O -3.5355 -0.0830 -3.4935
C -3.5304 -0.0790 -4.9180
O -4.8701 2.0111 -3.0754
C -6.0323 1.5205 -2.4128
H -0.4935 2.2444 -4.1674
H -0.7290 2.4969 -2.4245
H -0.8796 0.8635 -3.1230
H -2.5029 -0.1739 -5.2732
H -3.9726 0.8325 -5.3229
H -4.1042 -0.9366 -5.2665
H -5.8177 1.2651 -1.3737
H -6.4130 0.6419 -2.9367
H -6.7903 2.3024 -2.4298

Forces on atoms 1 to 3 (eV/Å):
-0.798 -0.922 -0.164
0.757 0.302 -0.840
-0.123 -0.401 0.111

***

# 5
Below is a structure of composition C18H25AsF4N4O2Ti, with properties calculated with the ωB97M-V functional and the def2-TZVPD basis.

Net charge: +2
HOMO energy (alpha / beta) (eV): -14.84 / -14.84

Positions of all 55 atoms, in Å:
Ti -0.0785 -0.1208 0.1000
C -3.0891 -0.5210 0.2064
N -2.1106 0.5799 0.1414
C -2.4088 1.5723 1.1956
C -2.1632 1.2851 -1.2219
C -0.9190 2.1436 -1.4715
N 0.2507 1.5627 -0.7676
C 1.3899 2.3042 -0.8364
C 2.6462 1.6699 -0.6301
F 2.6721 0.3261 -0.4902
C 3.7961 2.3730 -0.2791
F 4.9291 1.7010 -0.0044
C 3.8354 3.7638 -0.2034
C 2.6561 4.3960 -0.5447
F 2.6917 5.7522 -0.5286
C 1.4682 3.7363 -0.8628
F 0.4116 4.5245 -1.2230
H -4.1061 -0.1772 0.1490
H -2.9285 -1.1800 -0.6342
H -2.9567 -1.0656 1.1840
H -3.4788 1.8054 1.0783
H -2.2847 1.1509 2.1901
H -1.7814 2.4627 1.1218
H -2.2352 0.4999 -1.9965
H -3.0465 1.9582 -1.2505
H -0.6861 2.1853 -2.5436
H -1.1793 3.1542 -1.0950
H 4.7536 4.3588 0.0399
C -2.0924 -4.3054 -3.5912
N -1.1309 -3.6113 -2.7703
C 0.0342 -4.2723 -2.4089
C 0.8777 -3.7009 -1.4767
C 0.5141 -2.4224 -0.9793
O 1.1101 -1.7646 -0.0432
N -0.6125 -1.7390 -1.4268
C -1.4363 -2.3286 -2.3744
O -2.3802 -1.7148 -2.8949
H -2.5641 -3.5657 -4.2783
H -2.8835 -4.7956 -2.9482
H -1.5734 -5.0834 -4.2147
H 0.0610 -5.2678 -2.8104
H 1.7426 -4.2779 -1.1093
C 0.6783 1.5140 3.5334
As 0.7046 -0.1526 2.5097
C 2.6123 -0.7463 2.4520
C -0.0018 -1.5666 3.7388
H 0.7751 1.3746 4.6213
H -0.2604 2.0905 3.3933
H 1.4862 2.1880 3.2096
H 2.8774 -1.1546 3.4173
H 3.2354 0.1116 2.1420
H 2.6406 -1.4650 1.5992
H 0.6606 -1.6973 4.6084
H -0.1113 -2.5328 3.1903
H -1.0115 -1.3151 4.0885

Forces on atoms 1 to 3 (eV/Å):
-0.342 -0.535 -3.346
0.463 -0.943 0.901
0.761 0.440 -0.815

***

# 6
Below is a cluster of 2 separate species, C2H4N2O3 in total, with properties calculated with the ωB97M-V functional and the def2-TZVPD basis.

Net charge: 0
HOMO energy (eV): -9.15

Positions of all 11 atoms, in Å:
C -0.0707 -0.2073 -0.2209
C -0.1027 1.4258 0.0187
H 2.1461 -0.5510 1.0884
H 0.9497 -1.7726 -0.8418
H -1.0834 1.6800 0.5604
H -2.8121 -0.5524 0.8334
N 1.1917 -0.7691 -0.6393
N -1.1429 -0.8737 -0.2546
O 2.3789 -0.4620 0.1281
O 0.7067 2.1344 -0.4598
O -2.1613 -0.0521 -0.2127

Forces on atoms 1 to 3 (eV/Å):
3.192 2.794 -0.228
-1.932 -2.963 0.127
0.194 -0.103 -1.081

***

# 7
Below is a cluster of 2 separate species, C4H12N2 in total, with properties calculated with the ωB97M-V functional and the def2-TZVPD basis.

Net charge: 0
HOMO energy (eV): -6.76

Positions of all 18 atoms, in Å:
C -1.9368 -0.3167 0.4774
C -0.5677 0.1560 0.8759
N -0.2708 1.5568 0.4169
N 0.1289 -0.2018 1.8907
H -1.0441 2.2245 0.4736
H 0.5570 1.8740 0.9186
H -0.1802 -1.1025 2.2509
H -2.2472 0.0758 -0.4908
H -2.6670 -0.0229 1.2433
H -1.9350 -1.4036 0.4025
C 0.5320 -0.3568 -1.2304
C 1.9883 -0.5638 -0.8544
H 2.5739 0.3531 -0.9945
H -0.0005 -1.3087 -1.2920
H 0.4373 0.0897 -2.2327
H 0.0670 1.1301 -0.6208
H 2.0714 -0.8399 0.2048
H 2.4934 -1.3431 -1.4390

Forces on atoms 1 to 3 (eV/Å):
0.112 -0.224 -0.172
-0.029 0.505 1.197
0.136 0.183 -0.055

***

# 8
Below is the ion C4H8N3S with charge +1, with properties calculated with the ωB97M-V functional and the def2-TZVPD basis.

Net charge: +1
HOMO energy (alpha / beta) (eV): -12.49 / -12.39
SMILES: NC(C/C=C\[S-])=[N+]=[NH2+]

Positions of all 16 atoms, in Å:
N 1.8373 -0.5082 -0.2020
C 0.6572 0.0480 0.1190
C -0.3224 -0.8350 0.8855
C -1.1443 -1.3132 -0.3274
C -2.3544 -0.7213 -0.6162
S -3.1246 0.5967 0.0894
N 0.3644 1.2654 0.0868
N 1.0650 2.3116 -0.2496
H 1.9780 -1.3936 0.1768
H 2.6927 0.0775 -0.4469
H -0.9199 -0.2319 1.6512
H 0.2013 -1.6209 1.4617
H -0.5926 -1.9394 -1.1066
H -2.8744 -1.2484 -1.5278
H 0.4430 3.1703 0.0505
H 2.0937 2.3424 -0.0444

Forces on atoms 1 to 3 (eV/Å):
1.934 1.845 -1.402
0.890 -1.141 1.254
-1.516 -0.456 0.252

***

# 9
Below is a cluster of 9 separate species, C12H45N3O9 in total, with properties calculated with the ωB97M-V functional and the def2-TZVPD basis.

Net charge: +1
HOMO energy (alpha / beta) (eV): -11.10 / -11.09
Spin multiplicity: 2

Positions of all 69 atoms, in Å:
C 0.6157 -1.4668 -3.3374
C -0.7774 -1.9738 -3.9770
C -1.6226 -2.9425 -3.0809
O -2.6217 -3.4520 -3.9955
C -3.1291 -4.7730 -3.6292
N -1.5900 -0.8230 -4.2961
H 1.4049 -2.2161 -3.3982
H 0.4545 -1.0438 -2.3459
H 1.2386 -0.7022 -3.8018
H -0.7182 -2.2550 -5.0284
H -1.9799 -2.4220 -2.1923
H -0.8732 -3.6505 -2.7271
H -3.5676 -4.7901 -2.6315
H -2.3843 -5.5687 -3.6447
H -3.9121 -5.0058 -4.3509
H -1.2575 -0.3278 -5.1112
H -2.4144 -1.2734 -4.6672
C 0.8667 -0.8210 3.6682
C 1.5861 -2.2631 3.4386
C 2.0308 -2.5124 1.9337
O 0.9217 -2.3096 1.1075
C 1.1047 -2.6571 -0.1898
N 2.7570 -2.2178 4.3267
H -0.2156 -0.8393 3.5407
H 1.2673 -0.1296 2.9268
H 1.0463 -0.4217 4.6664
H 1.0229 -3.1039 3.8435
H 2.4942 -3.4984 1.8984
H 2.8151 -1.8225 1.6222
H 1.9682 -2.1618 -0.6340
H 0.3173 -2.2980 -0.8525
H 1.2932 -3.6830 -0.5060
H 3.2682 -3.0728 4.1599
H 3.4399 -1.5243 4.0565
C -1.9337 4.9470 1.6758
C -0.7142 4.1372 2.0267
C -0.7618 2.6177 1.6801
O -1.8516 1.9024 2.2632
C -3.1506 2.1136 1.7501
N 0.3876 4.7329 1.4956
H -1.8971 6.0120 1.9053
H -2.8797 4.6822 2.1482
H -2.1668 4.8760 0.6134
H -0.5380 4.3571 3.0796
H 0.1159 2.1926 2.1670
H -0.6883 2.4530 0.6052
H -3.7742 2.7277 2.3998
H -3.6915 1.1857 1.5639
H -3.0957 2.6702 0.8146
H 0.2359 5.7030 1.2587
H 1.0022 4.8981 2.2798
O 3.4896 0.3120 0.9533
H 3.3960 0.0741 1.8758
H 4.1099 1.0410 0.9553
O -1.5704 1.1307 -1.5473
H -1.6408 0.3869 -2.1457
H -1.7112 0.7540 -0.6787
O 3.8518 1.4611 -2.0123
H 2.9946 1.1599 -1.7111
H 4.3334 0.6573 -2.2081
O 1.1491 3.6225 -1.1137
H 1.1700 3.7425 -0.1643
H 1.0156 2.6823 -1.2338
O -1.2149 -0.3355 0.9151
H -0.6992 -1.0244 1.3343
H -1.3387 0.3219 1.5997
O 1.1099 0.9472 -0.6379
H 0.3102 0.4414 -0.4937
H 1.7963 0.4394 -0.2052

Forces on atoms 1 to 3 (eV/Å):
-0.650 -0.796 -0.641
1.601 1.557 -0.096
1.613 0.560 -2.218

***

# 10
Below is a cluster of 3 separate species, C3H13NO3S in total, with properties calculated with the ωB97M-V functional and the def2-TZVPD basis.

Net charge: +1
HOMO energy (alpha / beta) (eV): -14.00 / -13.32
Spin multiplicity: 2

Positions of all 21 atoms, in Å:
C 0.8328 1.5193 0.0222
C 1.4172 0.4639 -0.8519
S 3.2654 0.1280 -0.4226
N -0.6252 1.7623 -0.1862
C -1.5294 1.2990 0.8757
O -1.6783 -0.0825 0.7520
H 1.4177 2.4378 -0.1050
H 0.8933 1.1827 1.0285
H 1.0455 -0.4872 -0.7878
H 1.2830 0.7639 -1.9652
H 3.7006 1.3389 0.1325
H -1.0528 1.1802 -1.0020
H -2.5940 1.6001 0.7665
H -1.4016 1.6676 1.8762
H -0.7594 -0.4552 0.6335
H 0.9027 -3.6280 1.4256
H 2.1734 -3.4509 0.5070
O 1.3282 -3.0219 0.8147
H -2.1469 -1.3790 -1.3073
H -3.4158 -1.1303 -0.7876
O -3.0565 -1.7086 -1.4186

Forces on atoms 1 to 3 (eV/Å):
-1.146 1.020 0.476
2.313 2.044 -2.902
-1.484 1.101 0.070

***

Number 1: F_max 2.4 eV/Å. Number 2: F_max 5.0 eV/Å. Number 3: F_max 0.8 eV/Å. Number 4: F_max 3.3 eV/Å. Number 5: F_max 3.4 eV/Å. Number 6: F_max 8.2 eV/Å. Number 7: F_max 1.3 eV/Å. Number 8: F_max 3.9 eV/Å. Number 9: F_max 3.3 eV/Å. Number 10: F_max 4.2 eV/Å.